Molecular formula: C6H8IO3S
Method: DFT, ωB97M-V/def2-TZVPD

Each line ends with the Mulliken charge.
Element x y z (Å)
C 0.6365 -2.1494 -2.2803  -0.90
C 1.6532 -1.8713 -1.4180  0.14
C -1.0059 0.2750 2.0247  -0.48
C -0.4119 1.6910 2.1348  -0.60
C -0.4165 0.8203 0.8704  0.19
C 1.7901 -0.5574 -0.9319  -0.75
O -2.1994 2.1739 -0.0548  -0.72
O -0.4374 1.5351 -1.6230  -0.74
O -2.1378 -0.0666 -0.8961  -0.66
S -1.3556 1.1202 -0.5631  1.14
I 3.1099 -0.2599 0.7007  -0.05
H 0.3574 -3.0805 -2.5402  0.38
H -0.1382 -1.2795 -2.5045  0.20
H 2.4409 -2.6451 -1.2312  0.27
H -0.3863 -0.3438 2.7500  0.19
H -2.1483 0.1342 1.9775  0.23
H -0.9775 2.6155 2.1372  0.25
H 0.5296 1.6904 2.5778  0.20
H 1.0972 0.1982 -1.1298  0.71

The relative energy (zero: lowest compared OMol25 entry of this formula, charge and spin) comes out at 434.7 kJ/mol. As for the spin multiplicity: 1. The HOMO energy (alpha / beta) comes out at -4.60 / -4.54 eV. The net charge is -1. The max |F| is 0.1006 hartree/bohr.